Computed, not measured: a molecular structure, C28H32N6O4SSb2W at a distorted geometry, with ωB97M-V with the def2-TZVPD basis set.

As for the calculated total energy: -72408.310 eV. The total charge is +2. Its energy above the lowest of the compared OMol25 structures with the same formula, charge and spin is 1.6959 eV. Its multiplicity is 3. The value obtained for the highest occupied orbital energy (spin up / spin down) is -13.420 / -13.778 eV.

```
74
Properties=species:S:1:pos:R:3:forces:R:3
W -0.47965 -0.51558 0.63377 1.4 1.6 0.5
O 3.81169 -1.17161 0.34009 0.2 0.1 0.0
C 2.52173 -1.21754 0.40521 -0.4 -0.4 0.0
O 1.80984 -0.32740 0.89297 -0.2 -0.1 -0.2
C 1.84452 -2.42037 -0.16383 -0.1 0.1 0.1
C 2.30293 -3.35508 -1.07948 -0.4 0.1 0.3
C 1.34261 -4.17542 -1.69841 0.0 0.2 0.2
C -0.01526 -4.01019 -1.43469 0.5 0.1 0.3
C -0.36008 -3.09655 -0.44559 -0.5 -0.3 -0.1
N 0.55240 -2.37796 0.20215 -0.2 0.3 -1.0
C -1.78072 -2.61268 -0.07874 -0.2 -1.6 -0.4
O -2.71177 -2.75549 -0.83541 0.4 0.1 0.2
O -1.76701 -2.05250 1.10479 0.0 0.6 -0.2
H 4.16479 -0.34113 0.71008 0.0 0.0 0.0
H 3.34746 -3.42184 -1.34126 0.1 0.0 0.0
H 1.66738 -4.90557 -2.42586 0.0 0.0 0.0
H -0.77902 -4.55348 -1.97140 0.0 0.0 0.0
C -1.95793 2.83909 2.14095 -0.1 0.0 0.1
Sb -0.14730 2.28762 1.18398 -0.3 -0.2 0.2
C -0.22738 3.60659 -0.46142 0.1 0.1 -0.1
C 1.25980 3.19166 2.53505 0.1 0.2 -0.1
C 2.19378 2.35521 3.35794 0.0 -0.1 0.0
C 3.56503 2.53654 3.18544 0.0 0.0 0.0
C 4.48908 1.89107 3.99063 0.0 0.0 0.0
C 4.04592 1.06109 5.00876 0.0 0.0 0.0
C 2.68658 0.86777 5.18716 0.0 0.0 0.0
C 1.74813 1.48470 4.36270 0.0 0.1 0.0
C 0.29146 1.17144 4.57211 0.1 0.0 0.0
Sb -0.23060 -0.57273 3.41824 0.0 -0.2 0.1
C 1.45278 -1.80826 3.76522 0.1 -0.2 0.1
C -1.70160 -1.59921 4.52503 -0.1 0.0 0.1
H -1.77344 3.64122 2.85534 0.0 0.0 0.0
H -2.41932 1.99012 2.64880 0.1 0.1 0.0
H -2.65598 3.19758 1.38481 0.0 0.0 0.0
H -0.13731 4.62019 -0.07236 0.0 0.0 -0.1
H -1.19795 3.48164 -0.94089 0.0 0.0 0.0
H 0.56308 3.41315 -1.18285 0.0 0.0 0.1
H 0.62600 3.81624 3.17123 0.0 0.0 0.0
H 1.84959 3.87058 1.91681 -0.1 0.0 0.0
H 3.91154 3.23145 2.43082 0.0 0.0 0.0
H 5.54557 2.07038 3.84957 0.0 0.0 0.0
H 4.75163 0.57884 5.67052 0.0 0.0 0.0
H 2.34449 0.22751 5.99084 0.0 0.0 0.0
H -0.37883 1.99788 4.33415 0.0 -0.1 -0.1
H 0.09394 0.88282 5.60474 0.0 0.0 0.0
H 1.45810 -2.13685 4.80547 0.0 0.0 -0.1
H 2.37422 -1.26370 3.56654 0.0 0.0 0.0
H 1.38550 -2.69105 3.12656 0.0 0.1 0.0
H -1.27451 -1.82319 5.50146 0.0 0.0 0.0
H -1.95378 -2.52203 4.00560 0.0 0.0 0.0
H -2.60076 -0.99811 4.64261 0.0 0.0 0.0
N -6.37158 1.25993 -1.59264 -0.2 0.0 -0.1
C -5.23997 1.29589 -1.39363 -0.2 0.0 0.1
N -3.93692 1.40871 -1.21150 0.2 0.2 -0.2
C -3.11034 0.84665 -0.50586 0.3 0.0 0.5
N -2.18867 0.43536 0.13474 -0.2 -0.3 -0.1
N -1.91013 -0.70242 -2.88445 0.2 0.0 0.2
C -0.68718 -0.21773 -3.02856 -0.3 0.2 -0.2
S 0.36761 0.17517 -1.70758 -0.1 -0.3 0.3
N -0.20686 0.05819 -4.24052 0.0 -0.1 0.2
C -0.82519 -0.19939 -5.50754 -0.1 0.1 -0.1
C -1.43563 -1.41638 -5.78246 0.1 0.0 -0.1
C -1.99956 -1.61896 -7.03470 0.0 0.0 0.0
C -1.93538 -0.62938 -8.00270 0.0 0.0 0.0
C -1.29727 0.57033 -7.72579 0.0 0.0 0.0
C -0.74194 0.79252 -6.47596 -0.1 -0.1 0.0
H -2.28734 -0.94156 -1.97278 0.2 0.0 -0.3
H -2.51889 -0.78001 -3.68816 0.0 -0.1 0.0
H 0.65678 0.58108 -4.25627 0.0 -0.1 0.0
H -1.44022 -2.22040 -5.05857 0.0 0.0 0.1
H -2.47658 -2.56322 -7.25512 0.0 0.0 0.0
H -2.37379 -0.79539 -8.97603 0.0 0.0 0.0
H -1.23523 1.34139 -8.47982 0.0 0.0 0.0
H -0.25706 1.73278 -6.25008 0.0 0.0 0.0
```
Positions in Å, forces in eV/Å.

***

Computed, not measured: a molecular structure, C3H5NOS at a distorted geometry, with ωB97M-V with the def2-TZVPD basis set.

As for the calculated total energy: -17558.591 eV. Its energy above the lowest of the compared OMol25 structures with the same formula, charge and spin is 2.0860 eV. Its multiplicity is 3. The value obtained for the highest occupied orbital energy (spin up / spin down) is -6.259 / -9.810 eV.

```
11
Properties=species:S:1:pos:R:3:forces:R:3
C -1.96830 -0.57760 0.31787 -0.4 -0.7 1.9
C -0.99993 -0.17010 -0.82868 1.7 -1.5 1.6
C -0.50820 0.63852 0.32814 6.4 5.4 -2.3
N -1.13799 0.07973 1.29198 -3.3 -1.9 0.2
O -2.98935 -1.17775 0.50866 -1.0 -1.0 -0.5
S 3.00527 -0.33343 0.56828 -1.9 1.3 0.5
H -0.33999 -1.10980 -1.01076 -1.1 1.6 0.3
H -1.34662 0.26978 -1.72926 -0.8 0.4 -0.5
H 0.21765 1.55762 0.47861 -1.6 -2.2 -0.6
H 3.90610 -0.01773 -0.32996 0.4 0.4 -0.6
H 2.16134 0.84076 0.40511 1.6 -1.9 0.1
```
Positions in Å, forces in eV/Å.